(1)
Entry from the Open Molecules 2025 dataset: a structure of composition C21H18N10O4RuS2 in a non-equilibrium geometry (wB97M-V/def2-TZVPD).

Calculated values
LUMO energy (spin up / spin down): -4.29 / -4.41 eV
E_HOMO (spin up / spin down): -11.78 / -11.66 eV

The geometry in ORCA input format:
```
! RIJCOSX wB97M-V def2-TZVPD def2/J DEFGRID3
* xyz 1 2
Ru -1.827 -1.498 0.107
C -2.025 -1.286 -4.223
C -2.420 -1.375 -2.894
N -1.522 -1.227 -1.926
C -0.243 -1.001 -2.264
C 0.123 -0.932 -3.596
N -0.764 -1.069 -4.576
C 0.663 -0.811 -1.117
C 2.026 -0.587 -1.172
C 2.749 -0.451 0.009
C 2.069 -0.539 1.221
C 0.705 -0.763 1.222
N 0.037 -0.880 0.065
C -0.170 -0.883 2.406
C 0.234 -0.770 3.722
N -0.631 -0.846 4.730
C -1.906 -1.043 4.421
C -2.339 -1.173 3.107
N -1.464 -1.088 2.112
C 4.223 -0.226 -0.023
C 4.805 0.542 -1.021
C 6.180 0.722 -1.005
N 6.977 0.189 -0.083
C 6.412 -0.553 0.868
C 5.046 -0.786 0.944
H -2.749 -1.403 -5.019
H -3.435 -1.591 -2.601
H 1.154 -0.762 -3.881
H 2.545 -0.557 -2.118
H 2.612 -0.418 2.146
H 1.276 -0.614 3.974
H -2.611 -1.110 5.239
H -3.367 -1.374 2.848
H 4.195 1.017 -1.778
H 6.664 1.324 -1.765
H 7.084 -0.985 1.600
H 4.636 -1.424 1.715
C -1.566 4.988 -0.336
C -2.559 3.893 -0.239
N -3.841 4.025 -0.218
N -4.306 2.742 -0.127
C -3.353 1.811 -0.076
S -3.705 0.157 0.048
N -2.212 2.546 -0.158
N -0.925 2.030 -0.155
H -2.099 5.934 -0.389
H -0.949 4.884 -1.229
H -0.911 5.005 0.536
H -5.296 2.563 -0.097
H -0.457 2.296 -1.013
H -0.415 2.405 0.636
O -3.152 -3.289 1.485
S -2.530 -3.919 0.305
O -2.561 -5.332 0.213
O -1.044 -3.352 0.301
O -3.062 -3.157 -0.879
*
```

=====

(2)
Entry from the Open Molecules 2025 dataset: a structure of composition C21H18N5SSr (wB97M-V/def2-TZVPD).

Calculated values
LUMO energy: -2.57 eV
E_HOMO: -9.12 eV

The geometry in ORCA input format:
```
! RIJCOSX wB97M-V def2-TZVPD def2/J DEFGRID3
* xyz 1 1
Sr -0.107 0.101 -0.315
C 1.360 -4.181 -1.546
C 0.851 -2.883 -1.473
N 0.805 -2.183 -0.357
C 1.261 -2.698 0.816
C 1.793 -4.013 0.823
C 1.828 -4.735 -0.387
C 2.276 -4.587 2.017
C 2.210 -3.836 3.144
C 1.685 -2.529 3.149
C 1.186 -1.879 2.024
N 0.643 -0.600 1.894
C 0.503 0.304 2.948
C 0.843 0.171 4.291
C 0.646 1.171 5.264
C 0.096 2.375 4.966
C -0.281 2.604 3.627
C -0.858 3.831 3.242
C -1.224 4.056 1.945
C -1.002 3.025 1.031
N -0.465 1.867 1.359
C -0.087 1.604 2.639
H 1.376 -4.714 -2.485
H 0.468 -2.402 -2.370
H 2.234 -5.738 -0.379
H 2.679 -5.591 2.012
H 2.569 -4.232 4.086
H 1.702 -2.071 4.110
H 1.284 -0.715 4.682
H 0.952 0.948 6.278
H -0.056 3.143 5.711
H -1.005 4.593 3.998
H -1.668 4.989 1.627
H -1.278 3.160 -0.013
S -1.012 0.945 -2.976
C -1.532 1.429 -4.509
N -0.778 2.046 -5.416
C -1.506 2.345 -6.649
C -2.911 1.771 -6.353
N -2.759 1.252 -4.995
H 0.183 2.273 -5.234
H -1.037 1.857 -7.502
H -1.533 3.418 -6.831
H -3.179 0.973 -7.044
H -3.681 2.540 -6.389
H -3.476 0.797 -4.458
*
```

=====

(3)
Entry from the Open Molecules 2025 dataset: the molecule C21H18N8O2 in a non-equilibrium geometry (wB97M-V/def2-TZVPD).

Calculated values
SMILES: O=C(Nc1cccc2c1OCCn1nnnc1-2)c1cc(-n2cnc(C3CC3)c2)ccn1
LUMO energy: -0.37 eV
E_HOMO: -8.66 eV

The geometry in ORCA input format:
```
! RIJCOSX wB97M-V def2-TZVPD def2/J DEFGRID3
* xyz 0 1
O 1.967 0.063 1.642
C 1.410 0.284 0.558
N 2.044 0.459 -0.662
C 3.202 -0.154 -1.120
C 4.234 -0.661 -0.260
C 5.469 -1.187 -0.754
C 5.741 -1.152 -2.120
C 4.799 -0.650 -3.127
C 3.544 -0.204 -2.545
O 2.509 0.310 -3.297
C 2.155 -0.456 -4.386
C 2.898 0.079 -5.552
N 4.319 -0.139 -5.568
N 5.149 -0.085 -6.712
N 6.413 -0.390 -6.397
N 6.379 -0.739 -5.030
C 5.160 -0.570 -4.537
C -0.103 0.578 0.622
C -0.829 0.098 1.776
C -2.223 0.320 1.818
N -3.015 -0.095 2.897
C -2.645 -0.203 4.242
N -3.636 -0.332 5.106
C -4.695 -0.291 4.329
C -6.093 -0.353 4.786
C -6.660 0.396 5.990
C -6.989 0.825 4.528
C -4.428 -0.222 2.943
C -2.790 1.025 0.768
C -1.906 1.465 -0.309
N -0.640 1.206 -0.380
H 1.419 0.814 -1.338
H 4.179 -0.375 0.797
H 6.321 -1.469 -0.100
H 6.683 -1.478 -2.620
H 1.075 -0.323 -4.531
H 2.388 -1.509 -4.092
H 2.675 1.191 -5.591
H 2.511 -0.472 -6.430
H -0.261 -0.308 2.608
H -1.500 -0.224 4.413
H -6.519 -1.316 4.398
H -7.539 -0.077 6.485
H -6.137 1.022 6.718
H -8.017 0.532 4.251
H -6.600 1.701 4.146
H -5.229 -0.258 2.136
H -3.836 1.312 0.660
H -2.353 2.018 -1.157
*
```

=====

(4)
Entry from the Open Molecules 2025 dataset: a structure of composition C21H19Br2IrN8O3S in a non-equilibrium geometry (wB97M-V/def2-TZVPD).

Calculated values
LUMO energy (spin up / spin down): -12.27 / -12.10 eV
E_HOMO (spin up / spin down): -15.32 / -16.60 eV

The geometry in ORCA input format:
```
! RIJCOSX wB97M-V def2-TZVPD def2/J DEFGRID3
* xyz 3 2
Ir 0.080 -0.415 0.491
N 1.610 4.839 -5.258
C 1.033 4.242 -4.220
C 1.816 3.623 -3.205
C 1.205 2.976 -2.157
C -0.187 2.954 -2.087
C -0.980 3.558 -3.057
C -0.386 4.199 -4.115
S -1.031 2.039 -0.815
O -0.270 2.038 0.438
O -2.408 2.374 -0.746
N -0.806 0.456 -1.268
C -1.777 -0.333 -1.718
N -1.693 -1.606 -1.273
C -2.570 -2.490 -1.681
C -3.615 -2.168 -2.544
C -3.659 -0.828 -2.926
N -2.763 0.033 -2.523
H 2.617 4.898 -5.345
H 1.059 5.289 -5.978
H 2.892 3.671 -3.268
H 1.784 2.495 -1.387
H -2.053 3.515 -2.947
H -0.984 4.683 -4.871
H -2.455 -3.499 -1.304
H -4.334 -2.890 -2.896
H -4.443 -0.436 -3.569
Br 2.116 -6.820 2.174
C 1.523 -5.095 1.661
C 1.822 -4.585 0.399
C 1.402 -3.300 0.101
N 0.698 -2.556 0.949
C 0.372 -3.042 2.161
C 0.790 -4.310 2.552
C -0.437 -2.162 3.027
C -0.881 -2.540 4.291
C -1.636 -1.647 5.051
Br -2.258 -2.131 6.775
C -1.923 -0.388 4.524
C -1.444 -0.087 3.260
N -0.730 -0.941 2.534
H 2.367 -5.171 -0.326
H 1.632 -2.855 -0.859
H 0.554 -4.713 3.522
H -0.649 -3.508 4.702
H -2.497 0.332 5.085
H -1.636 0.883 2.819
N 1.926 2.050 2.216
C 2.689 1.072 1.724
N 3.992 1.068 2.019
O 2.221 0.141 1.005
H 2.315 2.795 2.772
H 1.000 2.176 1.829
H 4.409 1.800 2.572
H 4.582 0.320 1.689
*
```

=====

(5)
Entry from the Open Molecules 2025 dataset: a structure of composition C21H19BrCeF2IN2O4 in a non-equilibrium geometry (wB97M-V/def2-TZVPD).

Calculated values
LUMO energy (spin up / spin down): 1.14 / 1.15 eV
E_HOMO (spin up / spin down): -4.30 / -4.30 eV

The geometry in ORCA input format:
```
! RIJCOSX wB97M-V def2-TZVPD def2/J DEFGRID3
* xyz -1 1
Ce -0.371 -0.342 -0.816
O 4.863 -3.209 -2.267
C 3.999 -2.327 -1.642
C 4.469 -1.155 -1.060
C 3.538 -0.316 -0.475
N 2.238 -0.560 -0.446
C 1.718 -1.711 -0.989
Br -0.705 -1.591 -3.392
C 2.646 -2.597 -1.587
H 5.737 -2.803 -2.292
H 5.524 -0.899 -1.078
H 3.862 0.615 -0.015
H 2.287 -3.509 -2.049
C -0.456 -3.975 0.907
C -0.825 -2.746 1.745
C -0.901 -3.087 3.231
O 0.113 -1.691 1.531
C -2.218 -2.199 1.210
O -3.228 -2.585 1.784
O -2.118 -1.434 0.221
H 0.461 -4.443 1.276
H -0.304 -3.672 -0.134
H -1.260 -4.708 0.946
H 0.000 -3.611 3.559
H -1.779 -3.702 3.409
H -1.007 -2.169 3.804
H 1.004 -2.031 1.679
F 2.154 0.897 5.047
C 1.996 1.418 3.786
C 0.911 1.094 3.052
C 0.688 1.698 1.764
C 1.792 2.461 1.177
C 2.854 2.756 2.033
F 3.922 3.510 1.607
C 2.981 2.304 3.328
C 1.837 2.758 -0.237
C 2.625 3.811 -0.758
C 2.759 3.979 -2.114
C 2.109 3.097 -2.972
C 1.302 2.130 -2.399
N 1.141 1.965 -1.093
H 0.171 0.412 3.442
H 3.827 2.583 3.933
H 3.101 4.515 -0.098
H 3.354 4.796 -2.507
H 2.193 3.183 -4.043
H 0.741 1.451 -3.042
I -2.348 1.643 -2.096
C -0.559 1.625 1.201
H -0.837 2.321 0.423
H -1.364 1.167 1.765
*
```

=====

(6)
Entry from the Open Molecules 2025 dataset: the molecule C21H19ClN4O5 in a non-equilibrium geometry (wB97M-V/def2-TZVPD).

Calculated values
SMILES: COc1cnn(C)c(=O)c1-c1ccc(C[C@H](NC(=O)c2cccnc2Cl)C(=O)O)cc1
LUMO energy: 0.04 eV
E_HOMO: -8.74 eV

The geometry in ORCA input format:
```
! RIJCOSX wB97M-V def2-TZVPD def2/J DEFGRID3
* xyz 0 1
C 2.034 -2.197 0.912
O 2.750 -1.353 -0.023
C 2.843 -1.843 -1.278
C 4.006 -2.689 -1.576
N 4.216 -3.158 -2.783
N 3.348 -2.836 -3.802
C 3.715 -3.295 -5.145
C 2.173 -2.105 -3.604
O 1.413 -1.773 -4.528
C 1.885 -1.591 -2.233
C 0.660 -0.813 -1.949
C -0.612 -1.360 -2.045
C -1.764 -0.603 -1.824
C -1.613 0.722 -1.415
C -2.826 1.584 -1.069
C -3.243 1.457 0.394
N -2.102 1.837 1.278
C -2.229 2.619 2.432
O -3.259 3.266 2.503
C -1.218 2.677 3.511
C -1.548 3.328 4.700
C -0.610 3.345 5.755
C 0.609 2.691 5.604
N 0.965 2.138 4.419
C 0.056 2.096 3.414
Cl 0.648 1.345 1.953
C -3.760 0.041 0.710
O -3.277 -0.580 1.639
O -4.854 -0.376 0.060
C -0.329 1.286 -1.291
C 0.810 0.524 -1.554
H 2.353 -3.247 0.827
H 0.933 -2.065 0.817
H 2.341 -1.935 1.948
H 4.701 -2.934 -0.809
H 3.763 -2.507 -5.886
H 2.913 -3.994 -5.444
H 4.644 -3.859 -5.099
H -0.691 -2.391 -2.294
H -2.769 -1.001 -1.898
H -2.517 2.633 -1.265
H -3.641 1.313 -1.721
H -4.123 2.097 0.551
H -1.285 1.209 1.235
H -2.527 3.857 4.819
H -0.797 3.791 6.712
H 1.250 2.684 6.452
H -5.040 -1.290 0.403
H -0.205 2.312 -0.985
H 1.809 0.940 -1.531
*
```

=====

(7)
Entry from the Open Molecules 2025 dataset: the molecule C21H19F3O3 in a non-equilibrium geometry (wB97M-V/def2-TZVPD).

Calculated values
SMILES: CCOC(=O)[C@@]1([C@@H](c2cccc(F)c2)c2cc(F)cc(F)c2)CCCC1=O
LUMO energy: 0.44 eV
E_HOMO: -8.90 eV

The geometry in ORCA input format:
```
! RIJCOSX wB97M-V def2-TZVPD def2/J DEFGRID3
* xyz 0 1
C -3.653 -0.758 1.719
C -2.678 0.288 2.169
O -1.472 -0.433 2.562
C -0.603 0.428 3.117
O -0.880 1.614 3.206
C 0.740 -0.223 3.540
C 0.933 -0.210 4.951
C 1.269 1.194 5.574
C 1.135 2.425 4.927
C 1.666 3.590 5.481
C 2.277 3.566 6.733
C 2.327 2.355 7.411
F 2.912 2.302 8.654
C 1.823 1.182 6.862
C -0.071 -1.043 5.876
C -0.337 -0.739 7.233
C -0.760 -1.746 8.101
F -0.907 -1.461 9.440
C -1.015 -3.050 7.686
C -0.947 -3.264 6.308
F -1.153 -4.539 5.826
C -0.574 -2.270 5.403
C 0.860 -1.546 2.658
C 2.305 -1.754 2.212
C 2.857 -0.353 2.032
C 1.836 0.584 2.700
O 1.812 1.763 2.402
H -4.604 -0.280 1.472
H -3.297 -1.286 0.829
H -3.848 -1.488 2.511
H -2.433 0.999 1.364
H -3.072 0.837 3.033
H 1.870 -0.762 5.164
H 0.555 2.520 4.022
H 1.582 4.509 4.904
H 2.735 4.455 7.154
H 1.813 0.283 7.467
H -0.222 0.254 7.651
H -1.242 -3.849 8.378
H -0.672 -2.468 4.335
H 0.400 -2.443 3.064
H 0.295 -1.311 1.747
H 2.354 -2.308 1.268
H 2.874 -2.299 2.974
H 2.908 -0.063 0.970
H 3.860 -0.207 2.458
*
```

=====

(8)
Entry from the Open Molecules 2025 dataset: a structure of composition C21H19MoN4O4 in a non-equilibrium geometry (wB97M-V/def2-TZVPD).

Calculated values
LUMO energy: -12.29 eV
E_HOMO: -18.45 eV

The geometry in ORCA input format:
```
! RIJCOSX wB97M-V def2-TZVPD def2/J DEFGRID3
* xyz 3 1
Mo 0.462 0.206 -0.151
O 0.454 1.949 0.159
C 0.841 2.958 1.010
C 0.457 4.253 0.789
C 0.884 5.209 1.711
C 1.673 4.861 2.804
C 2.065 3.546 2.989
C 1.654 2.567 2.082
C 2.126 1.227 2.198
N 1.897 0.231 1.385
C 2.555 -1.072 1.680
C 1.605 -2.176 1.267
N 1.047 -1.739 -0.031
C 0.905 -2.606 -1.017
C 0.620 -2.296 -2.369
C 0.466 -3.325 -3.313
C 0.362 -3.011 -4.650
C 0.461 -1.679 -5.070
C 0.645 -0.640 -4.167
C 0.686 -0.961 -2.838
O 0.820 0.000 -1.875
H -0.160 4.512 -0.062
H 0.592 6.242 1.565
H 1.986 5.622 3.506
H 2.697 3.273 3.826
H 2.786 1.023 3.040
H 2.808 -1.146 2.736
H 3.474 -1.125 1.097
H 0.795 -2.295 1.985
H 2.136 -3.120 1.164
H 1.081 -3.653 -0.776
H 0.432 -4.356 -2.983
H 0.225 -3.796 -5.381
H 0.391 -1.447 -6.125
H 0.726 0.389 -4.489
C -3.313 -0.862 2.642
N -3.027 -0.635 1.204
C -4.043 -0.649 0.226
C -3.810 -0.437 -1.072
C -2.464 -0.188 -1.579
O -2.117 0.023 -2.701
N -1.493 -0.208 -0.507
C -1.812 -0.384 0.786
O -0.743 -0.257 1.518
H -4.384 -0.998 2.754
H -2.994 -0.002 3.224
H -2.799 -1.756 2.984
H -5.035 -0.833 0.613
H -4.621 -0.435 -1.788
*
```